Entry 1:
{"formula": "C12H30F4KN2O16P2S4", "method": "ωB97M-V/def2-TZVPD", "species": ["K", "N", "S", "O", "O", "F", "S", "O", "O", "F", "N", "S", "O", "O", "F", "S", "O", "O", "F", "C", "C", "O", "P", "O", "O", "C", "C", "O", "C", "C", "H", "H", "H", "H", "H", "H", "H", "H", "H", "H", "H", "H", "H", "H", "H", "C", "C", "O", "P", "O", "O", "C", "C", "O", "C", "C", "H", "H", "H", "H", "H", "H", "H", "H", "H", "H", "H", "H", "H", "H", "H"], "xyz": [[-1.288070, 1.513205, 3.903684], [-3.095343, -1.767936, 5.779754], [-3.894835, -2.843019, 5.050610], [-4.792302, -3.604881, 5.865838], [-3.333482, -3.416479, 3.835793], [-4.986679, -1.868086, 4.461564], [-2.196111, -3.055447, 6.560565], [-1.214393, -3.710276, 5.723275], [-2.805695, -3.878441, 7.593210], [-1.333559, -2.034930, 7.449309], [-2.947557, 4.725073, 5.765126], [-3.185148, 6.146357, 4.839157], [-2.047256, 7.034551, 4.729472], [-4.499548, 6.719419, 4.843619], [-3.169378, 5.426472, 3.376533], [-2.131486, 5.401867, 6.889794], [-2.729247, 6.421456, 7.775741], [-0.733192, 5.518100, 6.652868], [-2.122141, 4.088208, 7.777721], [0.075815, -3.133316, -0.129119], [-0.328756, -2.472654, -1.468133], [-0.471262, -3.393627, -2.474522], [0.782989, -3.953714, -3.365076], [2.124777, -3.764021, -2.745064], [0.406507, -5.496149, -3.614193], [0.344860, -6.409182, -2.488177], [-0.361742, -7.699142, -2.787919], [0.537270, -3.237629, -4.800203], [-0.491592, -3.566191, -5.666878], [-1.370142, -2.347067, -5.835541], [1.133196, -3.397705, -0.141589], [0.063792, -2.408050, 0.684481], [-0.547092, -4.017264, 0.007750], [-1.282714, -1.959110, -1.348396], [0.456789, -1.789787, -1.791723], [1.393444, -6.658249, -2.325344], [0.090929, -5.958522, -1.528741], [-1.399619, -7.560619, -2.485078], [-0.109654, -8.030316, -3.795335], [-0.044037, -8.493279, -2.112256], [-0.035293, -3.889164, -6.602593], [-1.126725, -4.412815, -5.406205], [-1.560322, -1.838623, -4.890333], [-1.065024, -1.516249, -6.471728], [-2.290868, -2.657405, -6.329566], [2.422402, 5.514766, 1.177985], [1.476299, 5.539103, -0.028727], [1.904945, 4.728060, -1.148491], [1.877547, 3.127042, -0.970879], [0.895621, 2.559628, -0.003871], [1.690170, 2.627294, -2.454171], [0.491608, 2.952064, -3.145394], [0.776652, 2.835363, -4.639098], [3.428475, 2.863787, -0.524361], [3.750783, 1.758041, 0.275084], [4.724730, 0.806855, -0.480236], [2.513720, 4.580609, 1.732163], [3.380460, 5.953724, 0.899497], [2.171836, 6.259069, 1.933847], [0.495654, 5.170301, 0.271955], [1.305071, 6.570443, -0.337130], [-0.294758, 2.236128, -2.906320], [0.092561, 3.956865, -3.006679], [-0.042392, 3.023948, -5.333151], [1.573359, 3.502522, -4.968126], [1.135280, 1.842035, -4.908860], [4.107336, 2.106423, 1.244416], [2.880837, 1.124526, 0.448126], [5.631974, 1.296417, -0.834280], [4.912123, -0.079005, 0.126594], [4.277603, 0.388626, -1.382042]], "forces_ev_per_a": [[-0.24, 0.08, 0.25], [3.35, -2.10, 2.54], [-5.83, -1.00, -5.05], [0.87, -1.11, 0.05], [-0.14, 0.32, 1.51], [-0.35, 1.39, -1.01], [2.98, 0.28, 3.42], [-1.03, 0.94, 0.34], [0.36, 1.47, -1.60], [-0.03, 0.07, -0.39], [-1.59, 3.28, -3.03], [-0.50, -0.22, -2.77], [-1.08, -0.95, 0.59], [0.70, -0.65, 0.75], [0.08, -0.27, 0.63], [1.90, 0.28, 5.93], [0.44, -1.75, -2.36], [0.68, 0.53, -0.66], [-0.46, -0.54, 0.70], [0.49, 0.54, -0.80], [1.10, 1.04, 1.98], [0.42, -2.56, -2.44], [0.07, 0.18, 0.76], [-1.75, 0.23, -1.01], [-1.04, 0.99, 0.02], [2.62, -0.36, 0.48], [-0.54, 0.35, 0.59], [1.91, -1.15, 2.55], [-1.07, 0.32, -1.56], [-0.82, 0.56, -0.61], [-0.03, -0.46, -0.40], [-0.75, -0.11, 0.12], [0.00, 0.19, 0.50], [0.04, 0.07, -0.15], [-0.13, 0.56, 0.36], [0.25, -0.05, 0.01], [-0.74, 0.42, -0.36], [-0.40, -0.29, -1.08], [-0.67, 0.08, -0.06], [0.48, 0.18, 0.12], [0.07, 0.22, -0.21], [0.22, -0.02, 0.80], [-0.32, -0.53, 0.23], [0.96, -0.32, -0.22], [-0.36, -0.05, 0.40], [0.38, 0.98, -0.11], [-0.52, -0.32, 1.33], [-0.13, -0.59, 0.21], [0.54, 0.51, 1.75], [0.74, 0.65, -0.81], [0.70, 0.33, 0.38], [-1.03, -0.24, -1.95], [0.81, -0.38, -0.65], [-1.89, 0.86, -1.40], [0.49, -2.22, -0.48], [-0.34, 0.42, 0.13], [0.09, -0.16, -0.51], [0.43, -0.75, -0.33], [-0.94, 0.01, -0.03], [-0.04, -0.07, 0.06], [0.41, -0.19, -0.52], [0.09, -0.01, 0.41], [0.43, 0.10, 0.78], [-0.46, 0.15, 0.55], [0.07, 0.22, 0.31], [-0.01, -0.20, 0.26], [0.28, 0.04, -0.15], [-0.30, 0.33, 0.26], [0.16, -0.01, 0.45], [0.41, 0.21, 0.24], [-0.46, 0.28, -0.04]], "gap_ha": 0.29037, "lumo_ev": 0.6, "charge": -1, "relative_energy_kcal_mol": 143.7, "homo_energy_ha": -0.269}

Entry 2:
{"formula": "C12H30N2Na2O8SSn2", "method": "ωB97M-V/def2-TZVPD", "species": ["Sn", "Sn", "Na", "Na", "S", "O", "O", "O", "O", "C", "O", "C", "C", "N", "C", "C", "O", "C", "H", "H", "H", "H", "H", "H", "H", "H", "H", "H", "H", "H", "H", "H", "H", "C", "O", "C", "C", "N", "C", "C", "O", "C", "H", "H", "H", "H", "H", "H", "H", "H", "H", "H", "H", "H", "H", "H", "H"], "xyz": [[5.071416, 0.786432, 2.300566], [-2.585824, 6.023643, -2.923088], [3.828833, 6.733835, -0.157003], [4.040085, 3.709449, -4.516697], [1.633075, 3.195862, -1.198870], [2.444293, 3.395918, -0.034886], [0.209425, 3.229062, -0.848975], [1.867423, 4.419927, -1.942340], [2.026031, 2.027917, -1.900467], [5.950138, -1.363614, -1.622416], [5.182416, -1.983823, -0.526912], [4.173527, -2.813140, -1.014650], [3.304071, -3.307214, 0.150506], [2.311703, -2.199067, 0.439703], [1.049856, -2.716940, 1.158059], [1.282513, -3.613924, 2.453021], [2.469259, -3.410585, 3.248147], [2.109957, -2.778539, 4.487107], [5.327328, -0.642173, -2.151303], [6.292119, -2.179995, -2.258558], [6.810632, -0.927304, -1.115174], [4.537260, -3.715090, -1.506877], [3.489799, -2.393586, -1.752624], [3.858148, -3.567390, 1.052393], [2.739511, -4.188483, -0.154031], [2.015533, -1.568535, -0.291606], [0.273437, -3.063799, 0.476169], [0.486521, -1.840844, 1.479306], [1.302870, -4.685389, 2.253906], [0.355822, -3.496909, 3.014868], [1.704898, -1.802941, 4.218336], [2.993960, -2.702951, 5.120298], [1.416918, -3.301112, 5.146451], [-3.551067, -2.406174, -3.167095], [-3.481299, -1.756924, -1.928561], [-3.246850, -0.352397, -2.052699], [-3.798657, 0.241956, -0.694342], [-3.868369, 1.697001, -0.715579], [-4.492704, 2.099583, 0.534834], [-4.864629, 3.550921, 0.780272], [-3.834442, 4.512785, 0.812292], [-2.946707, 4.559172, 1.923935], [-4.406465, -2.191460, -3.807633], [-3.615073, -3.484085, -3.018363], [-2.645490, -2.339863, -3.770104], [-3.768825, 0.186601, -2.843341], [-2.194077, -0.129457, -2.226157], [-3.229669, -0.108914, 0.166610], [-4.803162, -0.093076, -0.435773], [-2.906804, 1.986451, -0.823741], [-3.844365, 1.868281, 1.379975], [-5.411161, 1.542489, 0.719671], [-5.579324, 3.581436, 1.602692], [-5.493594, 3.976175, -0.001817], [-3.432129, 4.275819, 2.857841], [-2.507171, 5.556153, 1.893510], [-2.050918, 3.968825, 1.731211]], "forces_ev_per_a": [[-0.83, -0.77, -0.61], [-0.03, -0.66, 0.58], [-0.38, -0.32, -0.02], [-0.44, -0.19, 0.24], [-1.49, 1.02, 0.39], [2.47, -0.29, 4.05], [-1.50, -0.39, 0.17], [0.77, 2.91, -3.15], [0.71, -2.37, -1.78], [-0.39, -1.18, 1.41], [0.49, 1.31, -0.80], [-0.88, -1.75, 0.80], [-0.60, 2.05, -0.91], [-1.37, -2.38, 2.23], [1.61, 1.48, 1.16], [0.16, -0.77, -0.88], [-1.39, 0.54, -0.03], [0.64, 0.32, -0.09], [0.11, 0.01, -0.07], [0.06, 0.27, -0.29], [-0.02, 0.21, -0.33], [0.69, -0.04, -0.07], [0.14, 0.75, -0.15], [-0.01, 0.20, 0.00], [-0.11, -0.11, -0.09], [0.47, -0.05, -0.47], [0.49, -1.09, -0.46], [0.45, 0.57, 0.35], [0.01, 0.04, -0.67], [0.13, 0.24, 0.33], [-0.08, 0.29, 0.47], [0.28, 0.24, -0.37], [-0.39, -0.42, -0.58], [0.27, -1.62, -0.85], [0.02, 1.23, -0.58], [-1.09, 0.01, 1.99], [-0.05, -0.45, -1.31], [0.15, -0.41, 0.71], [0.22, 1.01, 0.50], [-0.91, 0.68, -1.27], [0.38, 0.09, 0.01], [0.55, 0.00, -0.72], [-0.18, 0.67, 0.26], [-0.17, 0.01, 0.56], [0.28, 0.65, -0.01], [-0.50, -0.57, -0.34], [0.36, -0.09, 0.32], [0.60, -0.02, 0.05], [-0.08, -0.46, -0.76], [0.10, 0.84, 0.21], [0.38, -0.39, 0.24], [0.04, -0.20, -0.38], [0.60, 0.06, 0.82], [-0.09, -0.50, -0.55], [0.08, 0.28, 0.01], [-0.56, 0.30, 0.61], [-0.14, -0.77, 0.13]], "gap_ha": 0.09890, "lumo_ev": -13.8, "charge": 4, "homo_energy_ha": -0.607}

Entry 3:
{"formula": "C12H30N2O4Ti", "method": "ωB97M-V/def2-TZVPD", "species": ["Ti", "C", "O", "C", "C", "N", "C", "C", "O", "C", "H", "H", "H", "H", "H", "H", "H", "H", "H", "H", "H", "H", "H", "H", "H", "C", "O", "C", "C", "N", "C", "C", "O", "C", "H", "H", "H", "H", "H", "H", "H", "H", "H", "H", "H", "H", "H", "H", "H"], "xyz": [[-0.886817, 0.717561, 0.939774], [-1.348857, 3.761801, -0.512506], [-1.716237, 2.422841, -0.656456], [-2.332707, 1.999751, -1.903856], [-3.253037, 0.828101, -1.587976], [-2.501247, -0.379829, -1.159606], [-3.365977, -1.465499, -0.788716], [-2.576207, -2.391779, 0.221364], [-2.327697, -1.562689, 1.327044], [-3.330527, -1.478049, 2.369494], [-0.602217, 3.900541, 0.269394], [-2.202197, 4.361771, -0.196376], [-1.136067, 4.331841, -1.416876], [-1.587017, 1.836681, -2.681966], [-3.003687, 2.784981, -2.252116], [-3.717217, 0.643611, -2.556796], [-4.008387, 1.149131, -0.870706], [-2.067267, -0.634039, -2.035466], [-3.815617, -2.024789, -1.609156], [-4.234097, -1.089299, -0.247476], [-1.788387, -2.753869, -0.439196], [-3.158237, -3.244709, 0.570454], [-4.304717, -1.287359, 1.919284], [-3.123607, -0.742069, 3.146434], [-3.461767, -2.440489, 2.864044], [0.986763, 0.620251, 4.223774], [1.274463, 0.618441, 2.796724], [2.577063, 0.002581, 2.638654], [3.101363, -0.118929, 1.222414], [2.077073, -0.901829, 0.457984], [2.634833, -1.504649, -0.742976], [3.032803, -0.407869, -1.843976], [4.243073, -0.739699, -2.457146], [4.432143, -0.318409, -3.760906], [-0.066007, 0.527461, 4.490544], [1.436573, 1.549041, 4.574654], [1.409383, -0.154629, 4.863344], [2.569863, -1.061779, 2.873584], [3.311233, 0.453811, 3.306094], [4.005883, -0.723429, 1.289694], [3.249333, 0.905071, 0.879444], [1.585333, -1.596469, 1.001834], [1.790943, -1.933599, -1.283316], [3.327613, -2.340819, -0.648246], [3.125133, 0.612981, -1.473246], [2.178333, -0.441529, -2.519886], [4.594533, 0.740551, -3.961766], [3.579613, -0.470809, -4.422776], [5.392453, -0.559879, -4.216526]], "forces_ev_per_a": [[-0.10, -0.46, -0.81], [-0.94, 2.01, 0.20], [0.46, -1.60, -0.16], [-0.53, 0.55, 1.29], [0.87, 0.13, -0.78], [0.01, 1.51, -0.40], [-0.84, -1.45, 1.60], [-2.72, 0.92, -1.40], [1.94, 1.05, 1.43], [-0.61, -1.22, -0.86], [0.22, -0.31, -0.36], [-0.47, -0.22, 0.55], [0.89, -0.76, -0.45], [0.16, -0.28, 0.14], [0.11, 0.30, -0.03], [-0.62, -0.21, 0.00], [0.13, -0.22, 0.12], [0.72, -0.34, 0.10], [0.34, -0.11, -0.36], [0.04, 0.30, 0.07], [1.14, 0.14, 1.22], [-0.13, -0.14, -0.31], [-0.06, 0.40, -0.01], [0.50, 0.15, -0.57], [0.35, -0.21, 0.04], [0.20, 0.87, 0.32], [0.22, -1.45, 0.50], [0.31, -0.95, -0.17], [-1.96, -0.18, 0.59], [0.93, 1.29, -0.52], [-1.17, 1.05, -1.89], [0.06, -0.64, 0.91], [0.57, -0.81, 0.16], [0.13, 1.64, -1.62], [-0.20, 0.55, -0.78], [-0.44, 0.13, 0.38], [0.63, -0.54, -0.81], [-0.71, -0.13, 1.02], [-0.08, 0.37, -0.04], [0.42, 0.47, -0.07], [0.19, -0.34, -0.87], [0.34, -0.02, 0.39], [-0.18, -0.56, 0.40], [0.69, 0.45, 0.35], [-0.27, 0.06, 0.48], [0.18, 0.27, -0.56], [-0.47, 1.08, 1.21], [-0.06, -0.95, -0.06], [-0.17, -1.57, 0.40]], "gap_ha": [0.24766, 0.33155], "s_squared": 3.751, "lumo_ev": [-2.0, -2.8], "charge": 1, "relative_energy_kcal_mol": 96.1, "homo_energy_ha": [-0.323, -0.433], "multiplicity": 4}

Entry 4:
{"formula": "C12H30O3", "method": "ωB97M-V/def2-TZVPD", "species": ["C", "C", "O", "C", "C", "H", "H", "H", "H", "H", "H", "H", "H", "H", "H", "C", "C", "O", "C", "C", "H", "H", "H", "H", "H", "H", "H", "H", "H", "H", "C", "C", "O", "C", "C", "H", "H", "H", "H", "H", "H", "H", "H", "H", "H"], "xyz": [[2.645254, 1.137570, 1.677883], [1.308339, 0.977507, 2.460763], [1.691602, 0.954036, 3.874114], [0.666102, 1.154644, 4.889041], [1.164334, 0.803678, 6.166633], [3.548011, 0.607994, 1.645274], [2.714166, 2.167252, 1.936348], [2.378105, 0.854794, 0.665860], [0.836635, -0.123536, 2.262158], [0.526886, 1.613679, 2.023879], [-0.118082, 0.535838, 4.706319], [0.467412, 2.162458, 4.731744], [1.502427, -0.169448, 6.076567], [0.382489, 0.694001, 6.794886], [1.842679, 1.462673, 6.580811], [-0.334966, -0.733884, -0.607819], [-1.345323, 0.453314, -0.355026], [-1.971089, 0.396205, 0.882084], [-3.044522, 1.317147, 0.962230], [-3.773095, 1.198674, 2.242000], [-0.901089, -1.598842, -0.374032], [0.725033, -0.749201, 0.011456], [-0.195463, -0.772785, -1.629492], [-2.086624, 0.366991, -1.286402], [-0.904366, 1.489495, -0.326140], [-3.740299, 1.320932, 0.137033], [-2.681213, 2.316172, 1.072129], [-4.749422, 1.840630, 2.410415], [-3.126416, 1.195213, 3.123110], [-4.311715, 0.300709, 2.244359], [2.636337, -0.657286, -3.115439], [1.919489, -1.090382, -4.477906], [0.597005, -1.291326, -4.194035], [-0.133402, -2.080673, -5.111005], [-1.517411, -2.204457, -4.674288], [2.345446, -1.434893, -2.629585], [2.252614, 0.342871, -2.689266], [3.666717, -0.781244, -3.352077], [2.355760, -2.013173, -4.665714], [2.142145, -0.412507, -5.067793], [0.195339, -3.124391, -5.115729], [-0.024841, -1.748399, -6.045953], [-2.024171, -2.831051, -5.427617], [-2.021067, -1.141061, -4.786465], [-1.505753, -2.705937, -3.645310]], "forces_ev_per_a": [[-3.34, 0.63, -0.55], [0.72, -5.76, 0.91], [-0.45, 0.40, -0.86], [2.21, 1.12, -3.41], [1.13, -0.16, 0.11], [1.20, -1.20, 1.98], [1.36, 1.19, -1.02], [-0.53, 1.24, -0.84], [0.89, 2.26, 0.35], [0.38, 0.69, 0.89], [-2.73, -1.59, -1.09], [-1.28, 1.97, 0.35], [1.46, -1.98, 0.03], [-2.75, 0.03, 2.38], [1.71, 1.17, 0.78], [1.09, 1.83, 3.50], [0.77, 0.41, -1.94], [-1.49, -0.88, 0.42], [0.32, 1.10, 0.73], [-2.59, 0.20, 1.53], [-0.32, -1.10, 0.55], [-2.89, 0.25, -1.59], [0.89, 0.03, -2.20], [1.09, 0.38, 2.00], [0.16, -0.87, -1.00], [-0.01, -0.49, -0.64], [1.00, 1.05, -0.89], [2.47, -0.16, -0.60], [-0.11, 0.32, -0.16], [-0.35, -2.09, 0.23], [-0.80, 4.35, -4.13], [-0.40, -3.70, 7.69], [-1.93, 0.23, 0.27], [1.10, -1.88, 3.16], [-2.23, 1.54, 0.33], [-1.55, -4.43, 4.39], [0.93, -1.64, -0.76], [1.07, 0.68, 0.32], [1.12, -1.78, -1.04], [1.43, 6.19, -6.59], [0.92, -0.11, 0.05], [0.31, 1.64, -3.83], [-0.04, 0.00, 0.56], [0.66, -2.14, 0.98], [-0.61, 1.08, -1.36]], "gap_ha": 0.37251, "lumo_ev": 1.0, "relative_energy_kcal_mol": 9.4, "smiles": "CCOCC.CCOCC.CCOCC", "homo_energy_ha": -0.336}